1.
ORCA calculation (ωB97M-V with the def2-TZVPD basis set) on a 2-piece molecular cluster, C3H6O3 overall.

The calculation puts the energy relative to the best compared isomer or geometry (same formula, charge and spin) at 166.1 kJ/mol. Its calculated total energy is -9349.59493 eV. The LUMO energy is 0.0371 hartree. The SMILES is C1CO1.O=CO.

The geometry in ORCA input format:
```
! RIJCOSX wB97M-V def2-TZVPD def2/J DEFGRID3
* xyz 0 1
O -0.603 0.483 0.984
C -1.644 -0.424 0.625
C -0.359 -0.926 1.107
O 1.836 -0.379 -0.953
C 1.692 0.723 -1.433
O 0.750 1.596 -1.113
H 0.219 1.224 -0.360
H -1.870 -0.466 -0.439
H -2.506 -0.398 1.289
H 0.372 -1.300 0.396
H -0.273 -1.266 2.137
H 2.349 1.131 -2.214
*
```

=====

2.
ORCA calculation (ωB97M-V with the def2-TZVPD basis set) on a 2-piece molecular cluster, C3H6O3S overall.

The calculation puts the energy relative to the best compared isomer or geometry (same formula, charge and spin) at 332.8 kJ/mol. Its calculated total energy is -20181.47674 eV. The LUMO energy (alpha / beta) is -0.0073 / 0.0113 hartree.

The geometry in ORCA input format:
```
! RIJCOSX wB97M-V def2-TZVPD def2/J DEFGRID3
* xyz 0 1
C 0.244 0.875 0.691
C -0.526 -1.022 -0.571
C -0.177 0.442 -0.614
O -0.057 1.416 1.700
O -1.321 1.256 -1.110
O 2.399 0.415 1.495
S 2.059 1.063 2.830
H -0.304 -1.562 -1.475
H 0.086 -1.306 0.287
H -1.637 -1.294 -0.302
H 0.628 0.576 -1.443
H -2.097 1.113 -0.422
H 2.258 2.362 2.754
*
```

=====

3.
ORCA calculation (ωB97M-V with the def2-TZVPD basis set) on a 2-piece molecular cluster, C3H6O3S overall.

The calculation puts the energy relative to the best compared isomer or geometry (same formula, charge and spin) at 130.2 kJ/mol. Its calculated total energy is -20180.33910 eV. The LUMO energy (alpha / beta) is 0.0257 / -0.1195 hartree. As for the expectation value of S²: 2.005.

The geometry in ORCA input format:
```
! RIJCOSX wB97M-V def2-TZVPD def2/J DEFGRID3
* xyz 0 3
C -3.502 -0.206 0.133
C 0.706 -0.503 0.387
C -0.741 0.076 0.232
O -3.808 0.806 -0.285
O -1.379 -0.444 -0.959
O -3.324 -1.204 0.649
S -0.890 1.856 0.173
H 1.306 0.181 -0.224
H 0.868 -0.295 1.393
H 0.813 -1.628 0.116
H -1.252 -0.209 1.036
H -0.759 -0.296 -1.641
H 0.446 2.157 0.159
*
```

=====

Copy entry 2 word for word.
ORCA calculation (ωB97M-V with the def2-TZVPD basis set) on a 2-piece molecular cluster, C3H6O3S overall.

The calculation puts the energy relative to the best compared isomer or geometry (same formula, charge and spin) at 332.8 kJ/mol. Its calculated total energy is -20181.47674 eV. The LUMO energy (alpha / beta) is -0.0073 / 0.0113 hartree.

The geometry in ORCA input format:
```
! RIJCOSX wB97M-V def2-TZVPD def2/J DEFGRID3
* xyz 0 1
C 0.244 0.875 0.691
C -0.526 -1.022 -0.571
C -0.177 0.442 -0.614
O -0.057 1.416 1.700
O -1.321 1.256 -1.110
O 2.399 0.415 1.495
S 2.059 1.063 2.830
H -0.304 -1.562 -1.475
H 0.086 -1.306 0.287
H -1.637 -1.294 -0.302
H 0.628 0.576 -1.443
H -2.097 1.113 -0.422
H 2.258 2.362 2.754
*
```

=====

> Which formula does entry 3 have?

C3H6O3S

=====

> Look up the energy relative to the best compared isomer or geometry (same formula, charge and spin) of the third one.

130.2 kJ/mol